Entry 1:
Below is a 19-piece molecular cluster, C70H188N10O34 overall, with properties calculated with the ωB97M-V functional and the def2-TZVPD basis.

Results
- Orbital gap: 8.180 eV

Structure (ORCA input):
```
! RIJCOSX wB97M-V def2-TZVPD def2/J DEFGRID3
* xyz 0 1
C 4.734 -1.572 -1.673
C 4.357 -0.315 -0.863
O 5.091 0.859 -1.237
O 4.215 -1.505 -2.976
H 4.224 -2.460 -1.299
H 5.805 -1.750 -1.578
H 4.515 -0.496 0.201
H 3.280 -0.211 -0.995
H 4.894 0.905 -2.175
H 4.387 -2.330 -3.435
C -6.067 1.706 -4.632
C -4.828 1.933 -3.687
O -3.745 2.468 -4.372
O -5.832 0.599 -5.507
H -6.168 2.581 -5.275
H -7.015 1.634 -4.099
H -4.465 1.028 -3.201
H -5.126 2.581 -2.863
H -3.388 1.665 -4.759
H -6.445 0.782 -6.223
C -2.006 -2.639 4.109
C -2.571 -2.694 5.494
O -1.661 -2.707 6.628
O -1.318 -1.381 3.893
H -2.775 -2.874 3.373
H -1.259 -3.413 3.935
H -3.117 -3.630 5.613
H -3.195 -1.830 5.724
H -0.989 -2.031 6.516
H -2.012 -0.730 4.023
C 0.117 6.562 3.443
C 1.616 6.707 3.457
O 2.205 6.308 4.705
O -0.490 7.641 4.108
H -0.206 5.593 3.824
H -0.184 6.547 2.395
H 1.919 7.747 3.340
H 2.197 6.218 2.675
H 3.088 6.010 4.476
H -0.384 7.498 5.052
C -3.048 1.712 3.630
C -2.643 2.949 4.507
O -3.486 3.200 5.562
O -3.048 0.572 4.398
H -2.447 1.510 2.744
H -4.011 1.994 3.204
H -2.406 3.783 3.847
H -1.730 2.716 5.057
H -4.227 3.717 5.238
H -3.832 0.604 4.951
C -3.384 1.042 -7.572
C -2.723 -0.032 -6.699
O -2.129 0.430 -5.481
O -2.529 1.704 -8.471
H -3.901 1.818 -7.008
H -4.088 0.483 -8.188
H -2.024 -0.602 -7.312
H -3.570 -0.682 -6.482
H -1.367 -0.087 -5.208
H -1.907 2.290 -8.033
C 1.027 -2.576 -3.291
C 0.933 -2.055 -4.743
O -0.301 -1.546 -5.102
O 0.182 -3.671 -3.131
H 0.720 -1.795 -2.595
H 2.048 -2.827 -3.004
H 1.200 -2.851 -5.438
H 1.742 -1.343 -4.906
H -0.884 -2.294 -5.251
H 0.701 -4.477 -3.166
C 2.430 2.408 -5.003
C 3.363 1.511 -4.135
O 4.661 2.047 -3.792
O 3.191 2.720 -6.145
H 2.044 3.284 -4.482
H 1.483 1.883 -5.126
H 3.690 0.672 -4.749
H 2.791 1.140 -3.285
H 5.159 2.348 -4.555
H 2.699 2.478 -6.933
C -0.303 -3.161 0.678
C 0.568 -1.999 0.975
O 0.945 -1.929 2.337
O 0.352 -4.395 0.886
H -0.606 -3.190 -0.368
H -1.254 -3.184 1.209
H 0.110 -1.061 0.660
H 1.443 -2.169 0.347
H 0.240 -1.559 2.873
H -0.005 -4.993 0.225
C 2.210 7.220 -3.015
C 1.734 7.460 -1.624
C 2.667 7.044 -0.492
O 2.552 5.624 -0.354
C 3.604 4.902 -0.973
N 1.398 8.909 -1.600
H 3.294 7.287 -3.106
H 1.769 7.889 -3.753
H 2.103 6.160 -3.247
H 0.786 6.969 -1.404
H 2.346 7.464 0.462
H 3.679 7.419 -0.643
H 3.281 3.872 -1.127
H 4.523 4.873 -0.388
H 3.857 5.234 -1.980
H 0.648 9.142 -2.235
H 1.104 9.243 -0.694
C -3.122 -5.228 -0.538
C -2.284 -6.297 -1.193
C -2.627 -6.667 -2.671
O -1.728 -7.689 -3.095
C -2.142 -8.147 -4.334
N -0.900 -5.858 -1.126
H -3.189 -4.361 -1.195
H -2.692 -4.963 0.428
H -4.131 -5.557 -0.292
H -2.433 -7.125 -0.500
H -2.588 -5.826 -3.362
H -3.677 -6.931 -2.798
H -1.387 -8.857 -4.669
H -2.194 -7.334 -5.058
H -3.092 -8.675 -4.257
H -0.476 -6.477 -1.803
H -0.891 -4.946 -1.561
C 5.257 3.837 7.368
C 4.389 4.052 6.143
C 5.162 4.713 4.942
O 4.313 5.065 3.771
C 5.011 5.405 2.593
N 3.826 2.779 5.661
H 6.259 3.488 7.117
H 4.865 3.078 8.044
H 5.394 4.775 7.905
H 3.654 4.797 6.448
H 5.899 3.992 4.587
H 5.793 5.558 5.220
H 5.527 6.363 2.659
H 4.328 5.439 1.744
H 5.829 4.769 2.256
H 3.257 2.928 4.840
H 4.491 2.163 5.216
C -2.749 5.389 0.819
C -2.659 4.543 -0.445
C -3.221 3.097 -0.207
O -4.543 3.264 0.185
C -5.305 2.007 0.215
N -3.411 5.200 -1.542
H -3.792 5.486 1.119
H -2.245 6.348 0.701
H -2.139 4.845 1.539
H -1.600 4.518 -0.701
H -2.662 2.666 0.623
H -3.176 2.435 -1.072
H -6.257 2.210 0.705
H -4.827 1.161 0.709
H -5.582 1.731 -0.802
H -4.405 5.112 -1.391
H -3.317 4.646 -2.381
C 2.031 -1.716 5.579
O 2.839 -2.101 6.674
C 3.480 -3.393 6.532
C 2.570 -4.662 6.749
N 2.124 -4.758 8.124
C 0.856 -5.558 8.227
C 0.458 -5.674 9.706
O 0.268 -4.435 10.386
C -1.050 -3.944 10.332
H 1.241 -2.432 5.355
H 2.614 -1.681 4.659
H 1.645 -0.705 5.717
H 4.303 -3.444 7.245
H 3.926 -3.486 5.542
H 3.179 -5.527 6.484
H 1.702 -4.692 6.090
H 2.018 -3.795 8.411
H 0.855 -6.558 7.793
H 0.074 -4.994 7.719
H 1.283 -6.250 10.124
H -0.414 -6.296 9.910
H -1.149 -3.048 10.944
H -1.825 -4.589 10.747
H -1.284 -3.682 9.301
C 0.663 1.365 3.532
O 0.010 2.375 2.757
C 0.781 3.163 1.910
C 1.143 2.584 0.528
N -0.004 2.051 -0.156
C 0.348 1.457 -1.490
C -0.815 0.663 -2.173
O -1.434 -0.245 -1.193
C -2.528 -1.002 -1.666
H -0.016 0.780 4.152
H 1.381 1.825 4.210
H 1.182 0.602 2.951
H 1.745 3.282 2.406
H 0.364 4.170 1.910
H 1.868 1.780 0.660
H 1.606 3.318 -0.131
H -0.515 1.500 0.519
H 1.218 0.804 -1.428
H 0.643 2.231 -2.199
H -0.541 0.117 -3.076
H -1.502 1.483 -2.382
H -2.348 -1.477 -2.630
H -3.439 -0.404 -1.625
H -2.790 -1.780 -0.949
C -3.198 -3.706 -5.210
O -2.237 -3.826 -6.216
C -2.694 -4.318 -7.453
C -1.652 -4.203 -8.574
N -0.828 -5.417 -8.663
C -0.193 -5.874 -7.444
C 0.827 -7.030 -7.723
O 2.130 -6.496 -7.652
C 3.123 -7.514 -7.645
H -3.579 -4.678 -4.895
H -4.013 -3.043 -5.503
H -2.695 -3.260 -4.352
H -3.534 -3.695 -7.762
H -3.036 -5.345 -7.322
H -1.024 -3.312 -8.566
H -2.186 -4.175 -9.523
H -0.141 -5.349 -9.401
H -0.896 -6.261 -6.706
H 0.430 -5.171 -6.891
H 0.644 -7.643 -8.606
H 0.716 -7.755 -6.917
H 4.087 -7.045 -7.450
H 3.113 -7.953 -8.643
H 2.999 -8.328 -6.932
C 4.922 1.528 2.028
O 5.469 1.182 3.282
C 5.676 -0.233 3.474
C 6.314 -0.402 4.874
N 7.659 0.132 4.939
C 8.070 0.546 6.301
C 9.567 0.468 6.355
O 9.959 -0.944 6.369
C 11.156 -1.238 7.207
H 5.720 1.468 1.288
H 4.657 2.585 2.065
H 3.970 1.029 1.846
H 6.284 -0.658 2.675
H 4.703 -0.721 3.422
H 6.384 -1.459 5.130
H 5.715 0.076 5.649
H 7.525 0.965 4.384
H 7.663 -0.132 7.052
H 7.659 1.499 6.636
H 9.925 0.977 7.250
H 10.061 0.936 5.504
H 11.414 -2.293 7.303
H 10.929 -0.837 8.195
H 12.033 -0.710 6.833
C -11.871 -4.040 4.032
O -10.762 -3.437 4.739
C -9.658 -4.272 5.056
C -8.420 -3.458 5.475
N -7.672 -3.018 4.292
C -6.476 -2.231 4.584
C -5.784 -1.600 3.436
O -5.173 -2.519 2.620
C -4.482 -2.053 1.457
H -11.647 -4.736 3.224
H -12.545 -3.263 3.671
H -12.602 -4.468 4.718
H -9.409 -5.050 4.334
H -9.915 -4.945 5.873
H -7.722 -4.043 6.073
H -8.835 -2.594 5.995
H -7.288 -3.790 3.765
H -5.809 -2.808 5.224
H -6.812 -1.365 5.155
H -5.179 -0.796 3.854
H -6.475 -0.982 2.862
H -3.685 -1.322 1.595
H -5.280 -1.523 0.938
H -4.005 -2.901 0.966
C 2.180 -0.035 -7.879
O 1.998 1.388 -8.088
C 0.878 1.634 -8.934
C 0.403 3.089 -8.884
N -0.355 3.223 -7.655
C -0.825 4.662 -7.607
C -1.346 4.921 -6.206
O -0.307 4.658 -5.204
C -0.814 4.730 -3.883
H 1.306 -0.556 -7.489
H 3.018 -0.268 -7.222
H 2.420 -0.460 -8.854
H -0.014 1.039 -8.739
H 1.117 1.359 -9.961
H -0.200 3.340 -9.758
H 1.277 3.737 -8.937
H 0.201 3.046 -6.830
H -1.571 4.919 -8.359
H 0.015 5.323 -7.820
H -2.263 4.366 -6.008
H -1.636 5.950 -5.996
H -1.756 4.200 -3.744
H -1.200 5.731 -3.688
H -0.017 4.455 -3.192
*
```

These are the Löwdin partial charges, in e, on atoms 1 to 8: number 1, C, carries -0.235; number 2, C, carries -0.226; number 3, O, carries -0.058; number 4, O, carries -0.081; number 5, H, carries 0.113; number 6, H, carries 0.122; number 7, H, carries 0.099; number 8, H, carries 0.093

=====

Entry 2:
Below is C70H55CrNO4P2SSi as an isolated structure, with properties calculated with the ωB97M-V functional and the def2-TZVPD basis.

Results
- Orbital gap (alpha / beta): 5.326 / 6.437 eV
- ΔE to the lowest compared entry with this formula, charge and spin: 552.2 kJ/mol

Structure (ORCA input):
```
! RIJCOSX wB97M-V def2-TZVPD def2/J DEFGRID3
* xyz 0 5
Cr -0.293 -0.230 0.332
O 0.222 -3.189 -0.250
S 0.197 -1.971 -1.081
C -0.977 -2.346 -2.407
C -0.612 -2.415 -3.731
C -1.474 -2.898 -4.734
C -2.707 -3.359 -4.373
C -3.818 -3.992 -5.171
C -4.929 -4.299 -4.132
C -4.369 -3.822 -2.816
C -4.890 -3.815 -1.552
C -4.147 -3.189 -0.536
C -2.883 -2.655 -0.715
P -2.138 -1.685 0.652
C -3.647 -0.722 1.045
C -4.679 -1.112 1.891
C -5.832 -0.346 1.989
C -5.980 0.794 1.217
C -4.959 1.186 0.364
C -3.794 0.442 0.290
C -1.740 -2.920 1.936
C -0.659 -2.606 2.763
C -0.242 -3.495 3.737
C -0.892 -4.709 3.894
C -1.941 -5.043 3.050
C -2.355 -4.161 2.062
C -2.281 -2.742 -2.001
C -3.088 -3.284 -3.020
C 1.673 -1.907 -2.043
C 2.533 -2.973 -2.049
C 3.639 -3.010 -2.921
C 3.826 -1.960 -3.778
C 4.810 -1.764 -4.906
C 4.480 -0.363 -5.488
C 3.254 0.089 -4.730
C 2.434 1.177 -4.843
C 1.370 1.330 -3.936
C 1.064 0.432 -2.921
P -0.463 0.781 -1.930
C 2.710 2.530 -1.080
C 3.687 1.571 -1.309
C 4.725 1.833 -2.189
C 4.792 3.053 -2.845
C 3.819 4.014 -2.616
C 2.788 3.760 -1.724
C -0.283 2.536 -1.584
C -0.409 3.423 0.691
C -1.021 4.610 0.606
C -1.170 5.391 -0.573
C -1.182 4.875 -1.836
C -0.965 3.525 -2.223
C 1.861 -0.755 -2.855
C 2.955 -0.853 -3.734
H 0.375 -2.097 -4.032
H -1.132 -2.921 -5.761
H -3.469 -4.902 -5.662
H -4.177 -3.317 -5.949
H -5.171 -5.362 -4.090
H -5.852 -3.766 -4.366
H -5.857 -4.246 -1.324
H -4.613 -3.093 0.433
H -4.598 -2.022 2.474
H -6.615 -0.655 2.670
H -6.890 1.375 1.279
H -5.062 2.074 -0.246
H -2.992 0.753 -0.372
H -0.135 -1.669 2.635
H 0.596 -3.237 4.373
H -0.575 -5.402 4.662
H -2.424 -6.007 3.143
H -3.147 -4.456 1.388
H 2.318 -3.801 -1.383
H 4.289 -3.876 -2.935
H 4.672 -2.553 -5.649
H 5.840 -1.833 -4.553
H 4.302 -0.400 -6.563
H 5.302 0.335 -5.308
H 2.591 1.920 -5.616
H 0.744 2.207 -4.042
H 3.622 0.623 -0.791
H 5.489 1.082 -2.343
H 5.605 3.258 -3.531
H 3.867 4.974 -3.113
H 2.050 4.528 -1.526
H -0.516 2.699 1.484
H -1.480 4.964 1.523
H -1.479 6.422 -0.457
H -1.521 5.544 -2.618
H -1.359 3.219 -3.182
O -0.962 0.743 2.000
Si -1.405 1.338 3.413
C -2.873 2.558 3.340
C -3.630 2.778 4.497
C -4.749 3.596 4.490
C -5.132 4.240 3.321
C -4.374 4.071 2.175
C -3.264 3.237 2.187
C 0.017 2.308 4.230
C -0.061 3.680 4.474
C 0.880 4.329 5.262
C 1.926 3.615 5.828
C 2.031 2.250 5.590
C 1.085 1.610 4.802
C -1.956 0.183 4.837
C -2.906 -0.816 4.643
C -3.417 -1.568 5.689
C -2.999 -1.317 6.987
C -2.079 -0.305 7.218
C -1.565 0.428 6.157
H -3.337 2.297 5.422
H -5.326 3.725 5.398
H -6.011 4.873 3.308
H -4.651 4.590 1.264
H -2.684 3.118 1.280
H -0.890 4.248 4.062
H 0.792 5.392 5.452
H 2.653 4.117 6.454
H 2.845 1.689 6.032
H 1.156 0.538 4.646
H -3.261 -0.993 3.645
H -4.146 -2.346 5.493
H -3.393 -1.896 7.813
H -1.770 -0.076 8.231
H -0.860 1.221 6.370
O 1.811 -0.602 1.878
C 1.990 0.539 1.440
C 2.911 1.617 1.986
C 2.346 2.875 1.325
C 1.695 2.307 0.032
O 0.461 3.054 -0.367
N 1.358 0.960 0.341
H 3.934 1.409 1.662
H 2.891 1.651 3.069
H 3.106 3.618 1.095
H 1.594 3.331 1.969
*
```

These are the Löwdin partial charges, in e, on atoms 1 to 8: number 1, Cr, carries 0.262; number 2, O, carries -0.419; number 3, S, carries 0.828; number 4, C, carries -0.267; number 5, C, carries -0.031; number 6, C, carries 0.003; number 7, C, carries -0.146; number 8, C, carries -0.097

=====

Number 1: maximum force 3.0 eV/A. Number 2: maximum force 2.0 eV/A.